No. 1
10
Properties=species:S:1:pos:R:3:forces:R:3 method="wB97M-V/def2-TZVPD" smiles="C#CCC(=O)O" orbital_gap_ha=0.3900 spin_multiplicity=1 e_above_lowest_kcal_mol=54.3 lumo_energy_ev=0.596 energy_ev=-8304.7229 total_charge=0
C 1.3545 -1.8984 0.5485 -1.530 2.255 -0.663
C 0.5659 -0.9040 0.5705 4.047 -3.994 0.745
C -0.1192 0.3879 0.8230 -0.539 1.071 0.208
C -0.7514 0.9355 -0.4995 -1.729 5.363 -1.255
O -1.2755 2.1404 -0.6137 2.534 -6.509 0.732
O -0.5684 0.1157 -1.5739 -1.079 1.115 -0.043
H 2.1328 -2.7860 0.3601 -2.499 2.612 0.622
H 0.6347 1.2502 1.1618 -1.639 -2.045 -0.585
H -0.9668 0.2767 1.6325 1.687 0.344 -1.617
H -1.0068 0.4820 -2.4093 0.748 -0.212 1.857

No. 2
95
Properties=species:S:1:pos:R:3:forces:R:3 method="wB97M-V/def2-TZVPD" orbital_gap_ha=0.2458 spin_multiplicity=1 lumo_energy_ev=-3.627 energy_ev=-86267.3088 total_charge=+1
Tl -0.2503 -0.6674 -0.2084 0.029 0.358 0.210
C 3.4163 0.1980 -4.5622 -0.180 0.020 -0.011
C 1.8983 0.0460 -4.7097 0.512 -0.589 -0.300
C 1.5213 0.2591 -6.1751 -0.019 0.029 0.208
C 1.4402 -1.3457 -4.2529 0.034 0.020 -0.075
N 1.2581 1.0806 -3.8841 -0.241 0.322 0.458
C 0.5687 2.1562 -4.3654 -0.399 0.635 0.047
C 0.2779 2.9564 -3.3154 0.000 0.093 -0.462
N 0.7875 2.3911 -2.1825 0.313 -0.112 -0.419
B 0.7789 3.1946 -0.8616 -0.022 -0.299 0.121
N 1.8049 2.6484 0.1543 0.196 0.073 0.448
C 3.1187 2.9950 0.0288 0.486 0.044 0.184
C 3.7878 2.5000 1.0906 0.177 0.299 -0.575
N 2.8896 1.8330 1.8830 -0.200 0.295 -0.588
C 1.6809 1.9223 1.2821 -0.559 -0.038 0.062
S 0.1975 1.2787 1.8316 -0.638 -0.764 -0.431
C 3.3556 1.1500 3.1012 0.193 -0.462 0.604
C 4.2875 0.0182 2.6568 -0.112 0.133 0.069
C 2.2141 0.5708 3.9287 0.106 0.003 0.022
C 4.1138 2.1653 3.9631 -0.117 -0.064 -0.112
N -0.6141 3.3019 -0.2292 -0.593 0.110 -0.085
C -0.8862 4.2745 0.6893 -0.297 0.257 0.287
C -2.1660 4.1213 1.1024 0.492 0.438 0.216
N -2.6913 3.0470 0.4405 0.630 0.109 -0.109
C -1.7237 2.5550 -0.3665 0.102 -0.275 -0.416
S -1.8574 1.2348 -1.4420 0.376 -0.795 0.009
C -4.0612 2.5314 0.6047 -0.586 -0.342 -0.097
C -3.9789 1.0957 1.1257 -0.021 0.071 -0.057
C -4.7702 2.6035 -0.7498 0.064 -0.010 0.057
C -4.8243 3.3960 1.6095 0.217 -0.102 -0.162
C 1.3655 1.2340 -2.5462 0.261 -0.093 0.471
S 2.1221 0.1363 -1.4711 -0.509 -0.622 0.722
H 3.9140 -0.5584 -5.1594 0.086 -0.124 -0.115
H 3.7161 0.0699 -3.5264 0.074 -0.032 0.042
H 3.7403 1.1785 -4.9015 0.040 0.129 -0.081
H 1.9997 -0.5146 -6.7690 0.032 -0.068 0.007
H 1.8794 1.2194 -6.5403 -0.028 0.079 -0.066
H 0.4461 0.1825 -6.3225 -0.095 -0.002 -0.065
H 1.4594 -2.0422 -5.0876 0.059 -0.012 -0.124
H 0.4263 -1.3085 -3.8636 -0.039 -0.059 -0.010
H 2.1127 -1.7181 -3.4846 -0.040 -0.084 0.012
H 0.3220 2.2830 -5.3957 -0.013 0.009 -0.198
H -0.2426 3.8885 -3.2858 -0.153 0.248 -0.036
H 1.1312 4.3025 -1.1310 0.055 0.211 -0.058
H 3.4701 3.5677 -0.8049 0.084 0.131 -0.103
H 4.8232 2.5756 1.3347 0.256 0.012 0.058
H 3.7800 -0.6353 1.9512 -0.083 -0.094 -0.073
H 4.5834 -0.5655 3.5222 0.073 -0.092 0.130
H 5.1854 0.4036 2.1831 0.118 0.025 -0.076
H 1.7165 -0.2363 3.3991 -0.039 0.006 0.066
H 1.4847 1.3366 4.1797 -0.046 -0.070 0.068
H 2.6226 0.1702 4.8529 0.182 0.001 0.066
H 5.0176 2.5226 3.4804 0.099 0.078 -0.060
H 4.4071 1.6983 4.8978 0.030 -0.101 0.096
H 3.4779 3.0157 4.1944 -0.065 0.115 0.029
H -0.1568 5.0048 0.9741 0.122 0.129 0.052
H -2.7216 4.7023 1.8048 -0.106 0.095 0.119
H -3.4954 0.4427 0.4057 -0.012 -0.031 -0.019
H -4.9795 0.7208 1.3126 -0.167 -0.065 0.059
H -3.4167 1.0615 2.0561 0.044 0.015 0.164
H -4.2536 1.9997 -1.4907 -0.081 0.007 -0.028
H -4.8076 3.6331 -1.1000 -0.014 0.108 -0.033
H -5.7885 2.2386 -0.6556 -0.137 -0.052 0.068
H -4.3674 3.3621 2.5953 0.037 0.028 0.125
H -5.8336 3.0069 1.6978 -0.087 -0.071 -0.016
H -4.8952 4.4272 1.2708 -0.020 0.107 0.012
N -0.7932 -1.9105 1.9744 0.012 0.478 -0.175
C -0.6385 -3.3109 2.3772 0.169 -0.276 0.187
C 0.7756 -3.8726 2.1988 -0.360 -0.121 -0.129
C 1.0117 -4.6168 0.8765 0.337 0.362 0.031
C 1.6844 -3.8044 -0.2271 0.198 -0.390 0.137
N 0.7587 -2.8920 -0.8944 -0.405 0.396 -0.081
H -0.4130 -1.2950 2.6886 -0.035 -0.006 -0.018
H -1.8052 -1.7539 1.9149 0.100 0.104 0.035
H -1.3533 -3.8972 1.7950 0.031 0.033 0.063
H -0.9300 -3.4152 3.4301 -0.035 0.007 -0.142
H 0.9490 -4.5806 3.0082 0.031 0.030 0.081
H 1.5082 -3.0728 2.3171 0.102 0.085 0.066
H 0.0591 -4.9975 0.5014 -0.015 -0.166 -0.036
H 1.6473 -5.4804 1.0783 -0.028 -0.014 -0.094
H 2.1049 -4.5044 -0.9625 -0.002 0.137 0.094
H 2.5102 -3.2153 0.1804 0.033 -0.074 0.001
H -0.0962 -3.3906 -1.1283 0.029 0.072 -0.123
H 1.1675 -2.5622 -1.7650 -0.151 0.034 -0.006
O -1.3450 -1.4996 -2.6200 0.046 0.053 -0.264
C -2.2990 -1.8752 -1.9444 -0.360 -0.342 -0.209
C -3.6404 -2.3848 -2.4269 -0.063 -0.006 -0.133
C -4.3283 -2.8320 -1.1369 -0.076 0.010 0.068
C -3.3600 -2.4102 -0.0335 -0.343 -0.140 -0.244
O -3.5331 -2.5192 1.1617 -0.206 -0.017 0.340
N -2.2424 -1.8935 -0.6047 1.092 0.438 0.233
H -3.5004 -3.1835 -3.1538 0.013 0.015 -0.025
H -4.1688 -1.5749 -2.9314 0.048 0.016 -0.015
H -4.4727 -3.9113 -1.0927 -0.035 0.005 0.072
H -5.2954 -2.3618 -0.9600 0.009 -0.039 -0.014

No. 3
94
Properties=species:S:1:pos:R:3:forces:R:3 method="wB97M-V/def2-TZVPD" orbital_gap_ha="0.2237 / 0.2305" spin_multiplicity=2 e_above_lowest_kcal_mol=6.4 lumo_energy_ev="-11.768 / -11.586" energy_ev=-82306.2468 total_charge=+4 s2=0.763
Re 0.2804 -0.4638 3.0130 -0.047 0.761 -1.232
C -3.6151 -1.9971 4.3250 -0.009 0.045 0.006
O -2.8289 -1.5072 5.4832 -0.072 -0.080 -0.105
C -1.7495 -0.9912 5.0097 -0.109 0.071 0.002
N -1.5863 -0.9489 3.7165 0.062 -0.248 0.301
C -2.6959 -1.7656 3.1025 0.034 0.000 0.036
C -3.3509 -1.1186 1.9131 0.078 -0.051 -0.036
C -4.2413 -0.0597 2.0457 -0.011 0.069 0.015
C -4.8671 0.4684 0.9270 0.024 0.067 0.004
C -4.5928 -0.0474 -0.3325 0.007 0.008 -0.007
C -3.6975 -1.0989 -0.4725 -0.010 0.001 0.000
C -3.0845 -1.6378 0.6493 -0.009 -0.001 0.003
C -0.5963 -0.6753 5.8660 -0.034 -0.020 -0.050
C -0.5209 -0.5896 7.2429 0.037 -0.013 0.075
C 0.7446 -0.4824 7.8207 -0.025 -0.011 -0.030
C 1.8866 -0.5301 7.0214 0.000 -0.027 0.023
C 1.7101 -0.6159 5.6536 0.060 0.052 -0.054
N 0.4962 -0.6481 5.0979 0.038 -0.067 0.469
C 2.7041 -0.8329 4.5908 0.129 0.059 0.103
N 2.2795 -0.8387 3.3592 -0.170 -0.095 0.150
C 3.3284 -1.4902 2.5239 -0.030 0.069 0.030
C 4.5173 -1.5483 3.5177 0.014 0.076 0.021
O 3.9167 -1.1848 4.8286 0.028 -0.079 -0.169
C 3.6156 -0.7624 1.2356 -0.012 -0.035 -0.009
C 3.1965 0.5398 0.9989 0.102 0.060 0.044
C 3.5056 1.1693 -0.2017 -0.022 -0.017 0.047
C 4.2453 0.4986 -1.1631 -0.014 -0.007 -0.041
C 4.6725 -0.8030 -0.9276 -0.016 -0.034 -0.010
C 4.3525 -1.4352 0.2639 -0.055 -0.032 -0.068
H -3.8261 -3.0427 4.5228 -0.006 -0.017 -0.003
H -4.5408 -1.4312 4.2956 0.032 0.052 0.035
H -2.2393 -2.7011 2.7803 0.030 -0.019 0.066
H -4.4785 0.3506 3.0216 0.004 0.003 -0.014
H -5.5860 1.2691 1.0411 0.014 -0.003 -0.004
H -5.1037 0.3511 -1.1992 -0.006 -0.009 0.006
H -3.5149 -1.5315 -1.4481 -0.005 -0.001 -0.004
H -2.4290 -2.4968 0.5503 -0.018 0.002 0.009
H -1.4175 -0.6318 7.8479 0.009 -0.015 0.004
H 0.8416 -0.4114 8.8963 0.002 0.004 -0.001
H 2.8809 -0.5276 7.4492 -0.008 0.010 0.011
H 2.9761 -2.4957 2.2900 0.050 -0.071 0.094
H 4.9398 -2.5392 3.6445 0.021 -0.010 -0.006
H 5.2972 -0.8226 3.3025 -0.032 0.064 0.048
H 2.6551 1.0921 1.7588 0.024 0.013 -0.012
H 3.1973 2.1933 -0.3696 -0.009 0.000 0.013
H 4.5105 0.9953 -2.0872 0.014 0.000 0.009
H 5.2660 -1.3228 -1.6682 0.007 0.002 0.010
H 4.6793 -2.4549 0.4368 0.001 0.002 -0.003
C 1.8483 -2.2413 -4.3353 0.043 0.022 0.017
C 0.5182 -2.5670 -3.6814 0.002 -0.039 0.003
N 0.3241 -1.8235 -2.4057 -0.012 0.061 0.050
C 0.5554 -2.4620 -1.2697 0.052 0.010 -0.029
C 0.4437 -1.8695 -0.0189 0.071 -0.144 0.011
C 0.7256 -2.7452 1.1610 0.095 0.030 0.290
O 1.3273 -3.7762 1.0510 -0.074 -0.031 -0.095
O 0.2228 -2.3152 2.3188 -0.163 -0.266 -0.154
C 0.1119 -0.5316 0.0507 -0.006 0.089 -0.214
O 0.0360 0.1478 1.1988 0.029 -0.137 0.449
C -0.1175 0.1816 -1.1508 -0.042 0.146 -0.051
C -0.4528 1.5519 -1.1488 0.018 -0.024 0.069
C -0.7046 2.1953 -2.3137 -0.013 -0.006 -0.003
F -1.0867 3.4771 -2.2591 -0.049 -0.022 0.095
C -0.6328 1.5578 -3.5881 -0.061 0.058 -0.072
C -0.2857 0.2140 -3.5835 0.020 -0.037 -0.018
C -0.0314 -0.4800 -2.3924 -0.013 -0.075 -0.057
N -0.9013 2.2320 -4.7660 0.113 -0.052 0.021
C -1.6191 1.5992 -5.8660 -0.046 0.041 0.043
C -0.9878 1.9313 -7.2065 0.023 0.028 -0.033
N -0.9642 3.4276 -7.3729 -0.003 -0.023 0.054
C -0.2335 4.0785 -6.2271 0.000 -0.005 -0.037
C -0.8712 3.6852 -4.9031 0.013 0.029 -0.030
H 1.9363 -2.8082 -5.2612 0.005 0.006 -0.002
H 2.6757 -2.5311 -3.6873 -0.003 0.002 -0.003
H 1.9517 -1.1812 -4.5676 -0.003 -0.020 -0.005
H 0.4687 -3.6233 -3.4273 -0.031 0.006 0.004
H -0.3357 -2.3600 -4.3229 -0.018 0.030 -0.003
H 0.8507 -3.5022 -1.3331 -0.006 0.000 0.005
H -0.5480 2.0921 -0.2158 -0.020 -0.025 -0.024
H -0.1713 -0.2957 -4.5265 0.001 0.005 -0.001
H -2.6607 1.9503 -5.8632 -0.012 -0.032 0.003
H -1.6563 0.5198 -5.7545 0.031 -0.001 0.015
H -1.5511 1.5008 -8.0321 -0.024 0.026 -0.006
H 0.0473 1.5975 -7.2607 -0.002 -0.004 -0.012
H -1.9237 3.7843 -7.4174 0.006 0.005 -0.021
H -0.5261 3.6808 -8.2623 0.022 -0.008 0.003
H -0.2666 5.1568 -6.3697 -0.021 0.004 -0.018
H 0.7994 3.7395 -6.2883 0.001 0.001 -0.005
H -1.8830 4.1034 -4.8357 0.003 0.020 0.018
H -0.2766 4.1432 -4.1194 -0.002 -0.026 -0.073
I 0.5265 2.3032 3.6360 0.124 -0.138 0.035
C -1.3782 3.2905 3.7949 0.012 -0.011 -0.007
I -2.3411 3.5731 1.9556 -0.095 -0.032 -0.042
H -1.1109 4.2514 4.2214 -0.039 -0.002 0.047
H -1.9842 2.7020 4.4719 -0.020 0.015 0.001

No. 4
7
Properties=species:S:1:pos:R:3:forces:R:3 method="wB97M-V/def2-TZVPD" orbital_gap_ha="0.2225 / 0.2462" spin_multiplicity=3 e_above_lowest_kcal_mol=115.9 lumo_energy_ev="0.683 / -4.066" energy_ev=-9475.4477 total_charge=0 s2=2.032
C -1.8489 0.2087 0.0076 0.274 0.769 1.131
N -2.4639 -0.8450 -0.2022 3.852 -1.438 2.087
N -0.1117 0.1440 0.1568 -0.019 -0.355 -1.830
F -2.2373 1.4549 0.0822 -0.083 -0.217 0.094
F -3.8384 -0.7067 -0.3529 -5.390 0.517 -1.971
H 0.0666 -0.8572 0.2048 0.264 0.118 0.263
H 0.2313 0.5149 -0.7229 1.101 0.605 0.226